Entry 1:
This record from the Open Molecules 2025 dataset describes C17H16FN3OS in the gas phase at a distorted geometry. The level of theory is wB97M-V/def2-TZVPD.

Last column: Löwdin charge in e.
Geometry (Å):
C  -1.8259  3.3783  0.4089  -0.05
C  -1.8208  1.9902  0.9700  -0.28
C  -1.6249  1.7846  2.3320  -0.04
C  -1.6390  0.5115  2.8650  -0.05
C  -1.8553  -0.5936  2.0480  -0.32
C  -1.8204  -1.9693  2.6252  -0.38
S  -0.0704  -2.4610  2.9491  1.00
C  0.4174  -2.6536  1.3119  -0.68
N  -0.3286  -2.9248  0.2851  0.05
N  0.4859  -2.9413  -0.7862  0.11
C  1.6822  -2.6957  -0.3721  -0.34
C  2.8938  -2.4315  -1.1972  -0.11
N  3.1697  -1.0080  -1.2256  0.02
C  2.1860  -0.1053  -1.6141  -0.27
C  1.1768  -0.4467  -2.5157  -0.02
C  0.2517  0.4963  -2.9196  -0.01
C  0.3363  1.7832  -2.4253  -0.30
F  -0.5755  2.7057  -2.8206  0.03
C  1.3228  2.1514  -1.5304  -0.01
C  2.2405  1.2029  -1.1274  -0.02
O  1.7162  -2.5002  0.9731  0.09
C  -2.0462  -0.3952  0.6863  -0.04
C  -2.0305  0.8835  0.1582  -0.03
H  -1.7319  3.3647  -0.6727  0.06
H  -1.0128  3.9668  0.8300  0.08
H  -2.7620  3.8769  0.6622  0.08
H  -1.4583  2.6338  2.9794  0.11
H  -1.4752  0.3658  3.9236  0.11
H  -2.2976  -2.0208  3.6027  0.08
H  -2.2327  -2.7165  1.9515  0.08
H  3.7614  -2.9423  -0.7758  0.13
H  2.7146  -2.8004  -2.2087  0.13
H  3.6942  -0.6861  -0.4227  0.13
H  1.0972  -1.4510  -2.8956  0.10
H  -0.5330  0.2362  -3.6119  0.12
H  1.3624  3.1611  -1.1544  0.12
H  3.0147  1.4752  -0.4242  0.11
H  -2.2003  -1.2459  0.0399  0.10
H  -2.1827  1.0214  -0.9019  0.11

multiplicity: 1
HOMO level: -8.1 eV
ΔE to the lowest compared entry with this formula, charge and spin: 0.0 kcal/mol
SMILES: Cc1ccc(CSc2nnc(CNc3ccc(F)cc3)o2)cc1
total charge: 0
LUMO energy: 0.6 eV

---

Entry 2:
This record from the Open Molecules 2025 dataset describes C17H16N2O3S in the gas phase at a distorted geometry. The level of theory is wB97M-V/def2-TZVPD.

Last column: Löwdin charge in e.
Geometry (Å):
O  -2.7845  0.2374  2.3306  0.07
C  -2.2240  -0.1540  1.3278  -0.50
C  -0.7836  -0.5051  1.3201  0.02
C  -0.1859  -1.3558  0.4839  -0.04
C  1.2364  -1.6640  0.4688  -0.20
C  1.6978  -2.7650  -0.2594  -0.02
C  3.0445  -3.0795  -0.3173  -0.05
C  3.9720  -2.2917  0.3391  0.01
C  3.5192  -1.1879  1.0528  -0.14
N  4.4757  -0.3351  1.7200  -0.36
O  4.0607  0.6865  2.2231  0.08
O  5.6341  -0.6899  1.7286  0.09
C  2.1732  -0.8718  1.1292  0.04
N  -2.8643  -0.2946  0.1359  0.05
C  -4.1751  0.2616  -0.0853  -0.24
C  -4.1588  1.3734  -1.1297  -0.44
S  -3.1226  2.7938  -0.6243  0.95
C  -1.4604  2.1945  -0.8135  -0.55
C  -1.0565  1.4129  -1.8878  -0.12
C  0.2639  1.0124  -1.9901  -0.08
C  1.1925  1.4093  -1.0432  -0.10
C  0.7936  2.2066  0.0172  -0.08
C  -0.5282  2.5927  0.1380  -0.11
H  -0.2351  -0.0208  2.1143  0.12
H  -0.7696  -1.9015  -0.2476  0.12
H  0.9846  -3.3859  -0.7820  0.12
H  3.3734  -3.9384  -0.8816  0.11
H  5.0287  -2.5057  0.3043  0.12
H  1.8748  -0.0009  1.6900  0.11
H  -2.3224  -0.5276  -0.6812  0.11
H  -4.8657  -0.5249  -0.4144  0.12
H  -4.5120  0.6501  0.8797  0.12
H  -5.1578  1.7916  -1.2431  0.07
H  -3.8178  1.0087  -2.0979  0.06
H  -1.7589  1.1286  -2.6582  0.10
H  0.5705  0.4013  -2.8268  0.11
H  2.2240  1.1053  -1.1382  0.11
H  1.5149  2.5268  0.7540  0.11
H  -0.8513  3.2069  0.9641  0.11

multiplicity: 1
HOMO level: -8.4 eV
ΔE to the lowest compared entry with this formula, charge and spin: 73.8 kcal/mol
SMILES: O=C(/C=C/c1cccc([N+](=O)[O-])c1)NCCSc1ccccc1
total charge: 0
LUMO energy: -0.7 eV

---

Entry 3:
This record from the Open Molecules 2025 dataset describes C17H16N2O3S in the gas phase at a distorted geometry. The level of theory is wB97M-V/def2-TZVPD.

Last column: Löwdin charge in e.
Geometry (Å):
C  -5.8567  -1.6949  -0.0949  -0.08
O  -5.1678  -0.5283  0.2814  -0.11
C  -3.8532  -0.3869  -0.0773  -0.19
C  -3.1513  -1.3668  -0.7752  -0.01
C  -1.8239  -1.2079  -1.1173  -0.02
C  -1.1599  -0.0402  -0.7600  -0.17
C  0.2310  0.1542  -1.0996  -0.30
N  0.9618  -0.7115  -1.7574  0.15
O  2.1976  -0.1487  -1.8397  0.03
C  2.1214  1.0355  -1.2145  -0.44
C  3.3397  1.8404  -1.0528  -0.34
S  3.9379  1.6510  0.6869  0.93
C  3.4413  -0.0522  0.9320  -0.56
C  2.2654  -0.3172  1.6146  -0.11
C  1.8231  -1.6242  1.7197  -0.08
C  2.5568  -2.6529  1.1526  -0.08
C  3.7415  -2.3804  0.4889  -0.08
C  4.1903  -1.0764  0.3770  -0.10
N  0.9373  1.2735  -0.7485  0.22
C  -1.8471  0.9476  -0.0651  0.06
C  -3.1841  0.8020  0.2832  -0.19
O  -3.6943  1.8630  0.9660  -0.06
C  -5.0672  1.9621  1.2713  -0.07
H  -6.8699  -1.5652  0.2833  0.10
H  -5.4154  -2.5889  0.3569  0.10
H  -5.8899  -1.8123  -1.1826  0.10
H  -3.6498  -2.2798  -1.0577  0.10
H  -1.2954  -1.9768  -1.6563  0.11
H  3.1368  2.9012  -1.1768  0.09
H  4.1165  1.4995  -1.7355  0.09
H  1.6959  0.4981  2.0342  0.11
H  0.8962  -1.8343  2.2321  0.11
H  2.2019  -3.6701  1.2243  0.10
H  4.3137  -3.1824  0.0474  0.10
H  5.1063  -0.8497  -0.1476  0.11
H  -1.3420  1.8572  0.2159  0.13
H  -5.1807  2.9403  1.7387  0.09
H  -5.3863  1.1865  1.9703  0.09
H  -5.6861  1.9162  0.3727  0.10

multiplicity: 1
HOMO level: -8.1 eV
ΔE to the lowest compared entry with this formula, charge and spin: 58.1 kcal/mol
SMILES: COc1ccc(-c2noc(CSc3ccccc3)n2)cc1OC
total charge: 0
LUMO energy: 0.7 eV

---

Entry 4:
This record from the Open Molecules 2025 dataset describes C17H16N2O4 in the gas phase at a distorted geometry. The level of theory is wB97M-V/def2-TZVPD.

Last column: Löwdin charge in e.
Geometry (Å):
C  7.8816  0.2322  -0.6319  -0.11
C  7.3002  -1.0635  -0.0819  -0.15
C  5.7965  -1.1362  0.1466  -0.47
O  5.2855  -2.1533  0.5602  0.07
N  5.1059  0.0031  -0.1457  0.13
C  3.7380  0.2502  -0.0410  -0.21
C  3.2710  1.4995  -0.4536  -0.01
C  1.9300  1.8025  -0.3757  -0.01
C  1.0146  0.8650  0.0989  -0.14
C  -0.4186  1.2707  0.1582  -0.42
O  -0.7510  2.4299  0.3026  0.08
N  -1.2902  0.2276  0.0119  0.13
C  -2.6866  0.2361  0.0269  -0.22
C  -3.4270  1.3866  0.2729  -0.01
C  -4.8184  1.3612  0.2869  0.02
C  -5.4372  0.1590  0.0497  -0.21
C  -4.6972  -0.9983  -0.1971  -0.20
C  -3.3272  -0.9900  -0.2146  0.06
O  -5.5491  -2.0512  -0.4000  0.04
C  -6.8523  -1.5214  -0.2756  -0.16
O  -6.7761  -0.1423  0.0070  0.03
C  1.4874  -0.3720  0.5291  -0.02
C  2.8322  -0.6801  0.4639  0.00
H  8.9579  0.1196  -0.7437  0.08
H  7.4742  0.4683  -1.6139  0.08
H  7.7097  1.0677  0.0451  0.08
H  7.5446  -1.8927  -0.7507  0.12
H  7.7634  -1.2979  0.8801  0.12
H  5.6404  0.7851  -0.4958  0.12
H  3.9685  2.2337  -0.8329  0.11
H  1.5633  2.7698  -0.6835  0.12
H  -0.8819  -0.6779  -0.1720  0.13
H  -2.9089  2.3127  0.4526  0.10
H  -5.3892  2.2538  0.4773  0.12
H  -2.7690  -1.8923  -0.4069  0.12
H  -7.3821  -2.0376  0.5413  0.14
H  -7.4030  -1.6760  -1.2177  0.14
H  0.8156  -1.1024  0.9574  0.11
H  3.1902  -1.6372  0.8038  0.10

multiplicity: 1
HOMO level: -7.7 eV
ΔE to the lowest compared entry with this formula, charge and spin: 14.0 kcal/mol
SMILES: CCC(=O)Nc1ccc(C(=O)Nc2ccc3c(c2)OCO3)cc1
total charge: 0
LUMO energy: 0.6 eV

---

Entry 5:
This record from the Open Molecules 2025 dataset describes C17H16N2O4S in the gas phase at a distorted geometry. The level of theory is wB97M-V/def2-TZVPD.

Last column: Löwdin charge in e.
Geometry (Å):
C  -6.1785  -1.1680  -1.4252  -0.10
O  -5.1978  -0.5368  -0.6434  -0.18
C  -4.3237  -1.4405  -0.0060  -0.18
C  -3.1581  -0.6561  0.5263  -0.12
C  -2.8904  -0.5477  1.8805  0.04
C  -1.8083  0.2204  2.3046  -0.30
C  -1.4681  0.3598  3.7524  -0.02
N  -1.0279  0.8605  1.4456  0.07
C  -1.2652  0.7770  0.1481  -0.51
S  -0.2062  1.6330  -0.9549  1.04
C  0.9119  2.4982  0.2015  -0.34
C  2.3567  2.1324  -0.0693  -0.43
O  3.1507  2.9890  -0.3939  0.09
C  2.7374  0.7132  0.0504  -0.18
C  2.0084  -0.2302  0.7705  -0.03
C  2.4377  -1.5410  0.8374  0.01
C  3.5962  -1.9423  0.1859  -0.25
O  4.0049  -3.2269  0.2485  0.09
C  4.3414  -0.9917  -0.5333  -0.23
O  5.4802  -1.4440  -1.1496  0.06
C  3.9160  0.3157  -0.5897  0.05
C  -2.3266  0.0183  -0.3754  -0.18
C  -2.5383  -0.0787  -1.7658  -0.22
N  -2.6976  -0.1923  -2.8957  0.20
H  -6.8090  -1.8289  -0.8173  0.09
H  -6.7867  -0.3731  -1.8505  0.09
H  -5.7225  -1.7517  -2.2335  0.09
H  -3.9616  -2.1907  -0.7291  0.14
H  -4.8411  -1.9691  0.8103  0.13
H  -3.5122  -1.0505  2.6043  0.12
H  -0.6110  1.0159  3.8730  0.08
H  -2.3148  0.7716  4.2983  0.09
H  -1.2354  -0.6150  4.1780  0.09
H  0.5835  2.2078  1.2000  0.07
H  0.7797  3.5691  0.0468  0.09
H  1.1146  0.0517  1.3027  0.09
H  1.8846  -2.2798  1.3949  0.12
H  4.8235  -3.3090  -0.2621  0.11
H  5.9070  -0.7130  -1.6097  0.12
H  4.4799  1.0580  -1.1374  0.13

multiplicity: 1
HOMO level: -8.4 eV
ΔE to the lowest compared entry with this formula, charge and spin: 28.9 kcal/mol
SMILES: COCc1cc(C)nc(SCC(=O)c2ccc(O)c(O)c2)c1C#N
total charge: 0
LUMO energy: 0.0 eV

---

Entry 6:
This record from the Open Molecules 2025 dataset describes C17H16N2O4S in the gas phase at a distorted geometry. The level of theory is wB97M-V/def2-TZVPD.

Last column: Löwdin charge in e.
Geometry (Å):
C  -0.1521  -0.9744  2.5792  -0.10
N  0.4120  0.3496  2.5761  -0.33
C  -0.3683  1.3733  1.9311  -0.08
S  2.0607  0.3891  2.3359  0.66
O  2.6545  -0.4338  3.3460  -0.28
O  2.4501  1.7629  2.2384  -0.28
C  2.3599  -0.4109  0.7472  -0.25
C  2.9752  -1.6480  0.7293  -0.06
C  3.2586  -2.2425  -0.4896  -0.06
C  2.8988  -1.6136  -1.6685  -0.01
C  2.2477  -0.3815  -1.6426  -0.25
N  1.8880  0.2330  -2.8468  0.14
C  0.7516  0.9414  -3.1318  -0.40
O  0.6678  1.6238  -4.1272  0.11
C  -0.3837  0.7093  -2.2088  -0.17
C  -0.7973  -0.4468  -1.6094  0.06
C  -2.0277  -0.1386  -0.9623  -0.17
C  -2.9364  -0.8476  -0.1756  -0.03
C  -4.0345  -0.1747  0.3092  -0.09
C  -4.2465  1.1782  0.0263  -0.08
C  -3.3659  1.9023  -0.7501  0.01
C  -2.2578  1.2268  -1.2409  -0.22
O  -1.2616  1.7225  -2.0025  0.13
C  1.9991  0.2347  -0.4163  0.00
H  -1.1003  -0.9628  3.1170  0.10
H  -0.3246  -1.3534  1.5632  0.08
H  0.5490  -1.6231  3.0985  0.08
H  -1.2706  1.5619  2.5145  0.10
H  -0.6625  1.0906  0.9150  0.07
H  0.2389  2.2744  1.9065  0.09
H  3.2451  -2.1052  1.6670  0.11
H  3.7598  -3.1975  -0.5227  0.11
H  3.1177  -2.0744  -2.6204  0.12
H  2.5695  0.2134  -3.5954  0.16
H  -0.3025  -1.3966  -1.6354  0.13
H  -2.7750  -1.8921  0.0426  0.11
H  -4.7528  -0.6984  0.9217  0.10
H  -5.1226  1.6655  0.4256  0.10
H  -3.5221  2.9445  -0.9745  0.12
H  1.5611  1.2186  -0.3695  0.13

multiplicity: 1
HOMO level: -8.9 eV
ΔE to the lowest compared entry with this formula, charge and spin: 25.2 kcal/mol
SMILES: CN(C)S(=O)(=O)c1cccc(NC(=O)c2cc3ccccc3o2)c1
total charge: 0
LUMO energy: -0.1 eV

---

| no. | DFT total energy (hartree) |
| --- | --- |
| 1 | -1394.96059 |
| 2 | -1390.74714 |
| 3 | -1390.77211 |
| 4 | -1067.91666 |
| 5 | -1466.06207 |
| 6 | -1466.06800 |